# 1
28
Properties=species:S:1:pos:R:3:forces:R:3:mulliken_charge:R:1 method="wB97M-V/def2-TZVPD" relative_energy_kj_mol=71.5 total_energy_ha=-640.482673 smiles=OB(O)CCc1ccc2ccccc2c1 homo_lumo_gap_ev=8.32 charge=0 lumo_energy_ev=0.3897
O 1.440003 -3.285387 -0.532729 1.79 1.98 -0.26 -0.58
O 3.672577 -2.632017 0.201314 0.74 -0.76 0.38 -0.54
B 2.574874 -2.394901 -0.536629 -2.46 1.06 -1.43 0.64
C -2.907671 1.831452 2.505926 -0.25 -0.40 -1.10 -0.52
C 0.164536 1.640564 -1.280016 -1.29 -0.85 0.40 -0.68
C -2.801920 0.425290 2.678408 0.70 0.00 -1.30 -0.49
C 0.170258 0.208945 -1.266290 -0.08 0.29 2.10 0.79
C -2.340785 2.397567 1.388014 1.10 -0.30 0.57 -0.68
C -0.734726 2.359525 -0.488853 1.73 -3.28 -0.77 -1.00
C -2.111281 -0.323368 1.721787 0.05 -0.08 1.65 -0.58
C -0.656818 -0.437187 -0.339319 1.50 0.31 0.10 -0.54
C -1.412363 1.700343 0.548713 -1.95 -0.69 0.35 0.73
C -1.384325 0.254396 0.687095 0.82 1.99 -2.12 0.54
C 2.485932 -0.966949 -1.453702 1.44 -1.53 2.87 -0.97
C 1.207596 -0.541898 -2.087153 -1.45 -0.34 -0.82 -1.04
H 1.481731 -4.018868 0.076173 0.31 -0.30 0.28 0.28
H 4.472448 -2.122661 0.011960 -0.55 0.03 0.07 0.32
H -3.527363 2.474197 3.121688 0.05 -0.33 0.21 0.36
H 0.774543 2.116532 -2.020875 0.11 0.46 -0.32 0.37
H -3.288132 -0.063856 3.495954 -0.11 -0.21 0.37 0.39
H -2.471086 3.445314 1.223181 -0.04 0.58 -0.13 0.37
H -0.961153 3.294018 -0.840349 -0.41 2.64 0.07 0.44
H -1.906457 -1.377151 1.845532 -0.60 -0.28 0.19 0.34
H -0.459126 -1.498585 -0.318208 -0.66 -0.40 0.29 0.36
H 3.303622 -1.014114 -2.146502 0.20 -0.56 -1.21 0.53
H 2.978562 -0.188137 -0.838912 -0.80 0.02 0.38 0.45
H 1.474999 0.200169 -2.829577 -0.06 -0.31 -0.86 0.43
H 0.761529 -1.483230 -2.526628 0.21 1.25 0.05 0.26

***

# 2
21
Properties=species:S:1:pos:R:3:forces:R:3:mulliken_charge:R:1 method="wB97M-V/def2-TZVPD" relative_energy_kj_mol=177.8 total_energy_ha=-345.508461 smiles=CN(C)CCN.O homo_lumo_gap_ev=9.29 charge=0 lumo_energy_ev=0.8642
N -1.384210 -1.838907 -0.500906 -1.23 0.99 -0.33 -0.52
C -0.648484 -1.767193 0.766361 0.14 -0.18 0.06 -0.74
C 0.603253 -0.916752 0.569978 0.21 -0.85 -0.69 -0.61
N 0.425033 0.456262 0.133921 -0.10 0.05 -0.97 0.40
C 1.644067 1.214567 0.351265 -0.26 0.97 -0.25 -1.21
C -0.796555 1.145896 0.478590 -0.08 0.49 1.49 -1.11
H -2.082540 -1.102645 -0.548682 0.51 0.50 -0.05 0.16
H -2.013249 -2.597515 -0.742648 0.76 -0.88 0.87 0.25
H -0.313574 -2.775561 1.002417 0.15 -0.03 0.09 0.43
H -1.149924 -1.406731 1.679836 -0.59 -0.08 -0.49 0.28
H 1.157720 -1.467796 -0.217263 0.08 0.51 0.29 0.29
H 1.220868 -0.931087 1.473614 -0.10 -0.15 0.30 0.33
H 1.609885 2.138200 -0.241827 -0.12 -0.08 0.17 0.33
H 1.790145 1.518388 1.407196 0.04 -0.31 -0.15 0.40
H 2.526272 0.695463 -0.031581 -0.24 -0.28 0.24 0.36
H -1.730341 0.623978 0.250088 0.44 -0.18 -0.12 0.23
H -0.908264 2.152425 0.061464 0.51 -0.24 -0.51 0.34
H -0.808556 1.352130 1.556814 -0.29 -0.06 0.35 0.40
H -0.059986 1.122944 -3.182520 0.03 0.00 -0.23 0.30
H 0.254909 1.104668 -1.694548 0.60 -0.36 -0.37 0.33
O 0.663535 1.279264 -2.571565 -0.47 0.17 0.31 -0.65

***

# 3
114
Properties=species:S:1:pos:R:3:forces:R:3:mulliken_charge:R:1 method="wB97M-V/def2-TZVPD" relative_energy_kj_mol=0.0 total_energy_ha=-3698.462102 smiles="O=C(O)CCC1=CC(=O)OC1=O.O=C1C=CC(=O)C=C1.O=C1C=CC(=O)C=C1.O=C1C=CC(=O)C=C1.O=C1C=CC(=O)C=C1.O=C1C=CC(=O)C=C1.O=C1C=CC(=O)C=C1.O=C1C=CC(=O)C=C1.O=C1C=CC(=O)C=C1" homo_lumo_gap_ev=8.19 charge=0 lumo_energy_ev=-1.8688
O -1.896472 0.734871 -3.798464 0.09 0.06 -0.51 -0.49
C -1.865111 0.732950 -2.604808 -0.09 0.11 0.25 0.08
O -2.985147 1.058566 -1.916092 -0.04 -0.15 0.02 -0.49
C -0.626142 0.494171 -1.779909 0.02 -0.09 0.18 -0.43
C 0.028026 1.829761 -1.384240 0.11 -0.22 -0.32 0.35
C 0.932795 1.721453 -0.214437 0.13 0.32 0.07 0.55
C 1.190516 0.738295 0.637913 -0.19 -0.29 -0.04 0.00
C 2.222672 1.180568 1.596145 -0.18 0.29 -0.30 0.36
O 2.764391 0.589584 2.471701 0.08 -0.29 0.41 -0.56
O 2.513345 2.504145 1.331380 0.07 -0.02 -0.46 -0.35
C 1.827542 2.866164 0.166595 0.09 0.30 0.20 -0.35
O 2.011156 3.912554 -0.364812 -0.16 -0.32 0.10 -0.56
H -2.926945 0.730155 -1.011109 0.06 0.13 0.05 0.39
H -0.889943 -0.091450 -0.893195 -0.03 0.02 -0.07 0.48
H 0.066563 -0.094507 -2.381011 -0.04 -0.01 0.08 0.22
H 0.632205 2.168620 -2.231479 -0.16 0.16 0.09 -0.06
H -0.717766 2.610211 -1.202206 0.07 -0.03 0.10 0.41
H 0.773563 -0.255992 0.670686 0.09 0.04 -0.02 0.53
C -4.463832 -2.523496 -5.391424 0.00 -0.01 0.01 -0.57
C -3.546967 -2.080131 -4.536269 -0.01 0.01 -0.02 -0.26
C -3.701421 -2.288422 -3.074811 0.02 0.09 -0.12 0.46
O -2.861467 -1.875574 -2.301544 0.02 -0.10 0.22 -0.52
C -4.909926 -3.002220 -2.598451 0.02 -0.01 0.01 -0.43
C -5.824315 -3.447266 -3.454431 0.02 -0.01 0.00 -0.25
C -5.673791 -3.241131 -4.917725 0.03 0.00 0.00 0.34
O -6.514569 -3.639579 -5.696540 -0.02 0.02 0.02 -0.57
H -4.382676 -2.381523 -6.461562 -0.01 -0.01 0.00 0.44
H -2.662244 -1.538824 -4.845988 0.00 0.02 0.02 0.49
H -5.000090 -3.132923 -1.527741 0.00 0.01 0.00 0.42
H -6.717013 -3.967405 -3.133883 -0.01 0.01 -0.01 0.46
C -0.070793 2.130780 -6.199278 -0.08 0.06 -0.03 -0.20
C -0.358302 2.503795 -7.443076 -0.02 0.04 0.01 -0.39
C 0.365805 3.614850 -8.104585 0.02 0.02 0.00 0.26
O 0.108279 3.957763 -9.238334 0.00 -0.01 0.00 -0.56
C 1.429870 4.302783 -7.323944 0.01 -0.02 0.01 -0.38
C 1.722082 3.929370 -6.081753 -0.01 0.01 -0.01 -0.44
C 0.997342 2.809354 -5.432470 0.04 -0.02 -0.01 0.27
O 1.293887 2.449422 -4.308246 0.07 -0.03 -0.05 -0.53
H -0.588955 1.330799 -5.689309 0.01 -0.02 0.04 0.61
H -1.124435 2.018296 -8.033350 0.00 0.00 -0.01 0.43
H 1.942660 5.112055 -7.828168 -0.01 0.00 -0.02 0.42
H 2.493435 4.406826 -5.490573 -0.01 0.00 0.02 0.44
C 1.424474 4.352370 5.062734 -0.03 0.08 -0.03 -0.52
C 1.070963 3.923915 3.854911 -0.02 -0.09 0.07 -0.10
C 0.008328 4.598890 3.071864 0.01 -0.03 -0.03 0.49
O -0.316532 4.183567 1.978025 -0.02 -0.02 0.01 -0.49
C -0.645495 5.785684 3.676752 0.00 0.01 -0.01 -0.47
C -0.292041 6.219829 4.883318 0.00 -0.02 -0.03 -0.38
C 0.768986 5.536974 5.668426 -0.02 0.03 0.01 0.18
O 1.082696 5.938435 6.769652 0.04 -0.04 -0.06 -0.48
H 2.195883 3.873777 5.652090 -0.01 0.00 0.01 0.47
H 1.523001 3.063145 3.384203 0.06 0.04 0.06 0.32
H -1.416102 6.262430 3.084597 0.01 0.00 -0.01 0.42
H -0.752312 7.078845 5.354608 0.01 0.00 0.02 0.44
C 2.800282 -4.104473 2.377789 0.00 -0.01 -0.02 -0.29
C 2.527951 -2.986129 1.711728 0.01 0.02 0.00 -0.19
C 2.785408 -2.880215 0.253295 0.08 0.00 0.06 0.38
O 2.534331 -1.861448 -0.356603 -0.05 -0.01 -0.05 -0.45
C 3.371541 -4.059541 -0.432572 -0.02 -0.01 0.00 -0.57
C 3.643586 -5.177880 0.233184 0.00 0.00 0.00 -0.42
C 3.375260 -5.287899 1.689491 -0.03 0.04 0.05 0.31
O 3.619824 -6.307022 2.299207 0.01 -0.05 -0.06 -0.49
H 2.626120 -4.210228 3.441495 0.00 -0.01 0.00 0.52
H 2.129064 -2.102016 2.193417 0.02 0.03 0.00 0.34
H 3.555456 -3.950533 -1.493805 0.00 0.01 0.00 0.42
H 4.068164 -6.053409 -0.241143 0.00 -0.01 0.01 0.42
C 4.460370 -7.234538 5.280494 0.00 -0.03 0.03 -0.29
C 5.685910 -7.717272 5.095072 0.00 0.00 0.01 -0.32
C 6.735016 -7.582647 6.136219 -0.01 0.00 0.01 0.38
O 7.852317 -8.021699 5.969547 0.00 0.00 0.00 -0.54
C 6.364831 -6.885642 7.396184 -0.01 0.01 0.00 -0.36
C 5.141667 -6.398036 7.581292 0.01 -0.01 0.00 -0.36
C 4.094024 -6.533061 6.536323 0.01 0.01 -0.01 0.35
O 2.981704 -6.078262 6.702094 0.01 0.01 -0.01 -0.56
H 3.685730 -7.314234 4.530571 0.00 0.03 -0.01 0.46
H 5.978864 -8.225656 4.185292 0.01 0.00 0.00 0.43
H 7.147492 -6.800882 8.139362 0.01 -0.01 -0.01 0.41
H 4.847730 -5.882937 8.487034 -0.02 0.00 0.00 0.41
C 3.181826 -0.239829 -5.847151 -0.01 -0.02 0.01 -0.02
C 4.450040 -0.545785 -5.587498 0.00 0.00 -0.01 -0.53
C 5.274325 -1.308458 -6.560463 -0.02 0.01 0.00 0.32
O 6.427646 -1.592140 -6.322751 0.01 -0.01 0.00 -0.55
C 4.629101 -1.714224 -7.836602 -0.01 0.00 0.00 -0.40
C 3.361603 -1.407856 -8.097512 0.01 0.01 0.00 -0.37
C 2.539548 -0.646259 -7.123875 0.00 0.03 0.05 0.32
O 1.383678 -0.363652 -7.360280 0.02 -0.05 -0.01 -0.50
H 2.560693 0.311009 -5.150658 -0.01 0.00 -0.01 0.44
H 4.942249 -0.262062 -4.665869 0.01 0.00 0.00 0.47
H 5.251570 -2.267768 -8.528027 0.01 0.00 0.01 0.41
H 2.868397 -1.690648 -9.018823 -0.01 0.01 0.00 0.42
C -10.226121 -2.584734 -5.578252 -0.01 0.00 0.01 -0.40
C -9.308502 -2.144458 -4.722753 -0.02 0.01 -0.01 -0.16
C -9.454956 -2.354542 -3.261834 -0.01 0.01 0.00 0.40
O -8.612885 -1.961949 -2.480216 0.01 -0.04 -0.02 -0.55
C -10.666852 -3.069543 -2.787346 -0.01 0.00 -0.01 -0.47
C -11.586347 -3.507911 -3.641925 0.01 0.00 0.00 -0.34
C -11.438304 -3.301182 -5.106930 0.01 0.00 0.01 0.36
O -12.276760 -3.702855 -5.883231 0.00 0.00 0.00 -0.54
H -10.138478 -2.450349 -6.648583 -0.01 -0.01 0.00 0.41
H -8.416176 -1.623954 -5.044046 0.00 0.00 0.01 0.46
H -10.749350 -3.207650 -1.716704 0.01 0.01 0.00 0.42
H -12.478761 -4.031719 -3.323884 0.00 0.00 -0.02 0.41
C 0.424866 7.977085 12.020795 0.03 -0.01 0.00 -0.39
C 1.640550 7.891895 12.552546 -0.01 0.00 0.00 -0.38
C 2.796349 7.401451 11.757053 -0.02 0.01 0.02 0.36
O 3.903010 7.323572 12.246067 0.00 0.00 -0.01 -0.54
C 2.540774 7.012669 10.348542 0.00 -0.01 -0.02 -0.45
C 1.325974 7.095519 9.811230 0.00 0.02 0.03 -0.36
C 0.173000 7.586338 10.608785 -0.01 0.00 -0.01 0.39
O -0.937754 7.668567 10.129110 0.00 0.00 0.00 -0.55
H -0.433840 8.330373 12.577484 -0.01 0.00 -0.02 0.41
H 1.852677 8.169968 13.577157 0.02 0.00 0.00 0.40
H 3.398817 6.658819 9.790859 0.01 0.00 0.01 0.43
H 1.122842 6.813883 8.785718 -0.02 0.02 0.05 0.74